The following is a quantum chemistry calculation of a molecular structure, C22H23BrN5O2RuS3, from the OMol25 dataset.

```
57
Properties=species:S:1:pos:R:3:lowdin_charge:R:1
Ru -0.06 0.42 0.44 1.0989
S -2.30 0.67 1.50 0.5411
C -1.55 -0.23 2.79 -1.1325
S -0.24 -1.27 2.28 0.5405
C -1.93 -0.09 4.09 -0.3834
C -2.97 0.82 4.46 -0.2516
N -3.80 1.56 4.76 0.1545
C -1.27 -0.82 5.14 -0.2489
N -0.73 -1.40 5.97 0.1523
C 3.98 1.91 -1.15 0.0044
C 2.54 1.48 -1.12 -0.3511
O 2.06 1.18 -0.02 -0.0775
C 1.75 1.46 -2.35 -0.1272
C 2.43 1.38 -3.59 -0.0365
C 1.74 1.35 -4.78 -0.0847
C 0.34 1.46 -4.74 -0.0676
C -0.34 1.56 -3.56 -0.0188
C 0.34 1.54 -2.32 -0.4016
O -0.34 1.63 -1.21 -0.2755
H 4.28 2.19 -0.14 0.0854
H 4.15 2.73 -1.84 0.0913
H 4.61 1.07 -1.46 0.0995
H 3.51 1.31 -3.59 0.1091
H 2.27 1.26 -5.71 0.1004
H -0.21 1.47 -5.68 0.1067
H -1.41 1.66 -3.53 0.1167
Br 3.81 5.20 2.96 0.7788
C 2.51 3.87 2.70 -0.6917
C 1.32 4.19 2.07 -0.0921
C 0.41 3.17 1.87 -0.1313
N 0.63 1.90 2.25 -0.0452
C 1.77 1.63 2.89 -0.1357
C 2.74 2.59 3.15 -0.0959
H 1.10 5.19 1.73 0.1083
H -0.54 3.36 1.38 0.1061
H 1.89 0.60 3.20 0.0985
H 3.65 2.32 3.67 0.1086
C -3.26 -3.32 -1.62 -0.0443
N -2.31 -2.25 -1.32 -0.1931
C -2.63 -0.99 -1.98 -0.0786
C -1.10 -2.51 -0.80 -0.7386
S 0.27 -1.57 -1.24 0.6727
N -1.01 -3.54 0.04 -0.2173
C 0.25 -4.18 0.39 -0.0797
C -2.14 -3.97 0.87 -0.0565
H -3.42 -3.33 -2.70 0.0995
H -4.21 -3.16 -1.12 0.1015
H -2.85 -4.28 -1.32 0.0775
H -3.69 -0.78 -1.82 0.0993
H -2.43 -1.06 -3.05 0.0970
H -2.05 -0.17 -1.58 0.0180
H 1.04 -3.84 -0.29 0.0481
H 0.13 -5.26 0.30 0.0957
H 0.52 -3.93 1.41 0.0680
H -2.93 -3.22 0.83 0.0956
H -1.78 -4.03 1.89 0.0899
H -2.52 -4.94 0.56 0.0929
```

Output
Kohn-Sham gap (alpha / beta) (eV): 6.967 / 6.486
<S²>: 8.77
HOMO energy (alpha / beta) (eV): -7.14 / -8.07
Lowest unoccupied orbital energy (alpha / beta) (eV): -0.168 / -1.582
Multiplicity: 6

The following is a quantum chemistry calculation of a molecular structure, C22H23ClErO2P in a non-equilibrium geometry, from the OMol25 dataset.

```
50
Properties=species:S:1:pos:R:3:lowdin_charge:R:1
Er -1.01 1.86 0.64 0.8447
Cl -1.85 2.55 -1.50 -0.0034
C -2.75 -0.35 0.82 0.0297
O -3.66 -1.04 0.84 0.1516
P 0.53 -0.43 -0.38 0.9970
C 1.48 -1.63 0.68 -0.3445
C -0.48 -1.46 -1.55 -0.3704
C 1.74 0.42 -1.48 -0.3726
C -0.73 -1.01 -2.86 -0.1112
C -1.44 -1.79 -3.76 -0.0510
C -1.96 -3.00 -3.31 -0.0522
C -1.84 -3.43 -1.98 -0.0576
C -1.12 -2.63 -1.09 -0.1086
H -0.30 -0.04 -3.19 0.1114
H -1.57 -1.46 -4.81 0.1269
H -2.55 -3.62 -4.00 0.1211
H -2.30 -4.35 -1.62 0.1217
H -0.98 -2.95 -0.04 0.1098
C 1.03 -1.88 2.00 -0.1307
C 1.73 -2.78 2.81 -0.0622
C 2.88 -3.42 2.30 -0.0498
C 3.36 -3.17 1.01 -0.0371
C 2.66 -2.25 0.20 -0.0572
H 0.12 -1.37 2.37 0.0772
H 1.40 -2.99 3.85 0.1214
H 3.43 -4.11 2.93 0.1192
H 4.26 -3.65 0.63 0.1218
H 3.02 -2.02 -0.80 0.0885
C 2.40 -0.28 -2.51 -0.0938
C 3.36 0.37 -3.29 -0.0309
C 3.57 1.73 -3.05 -0.0420
C 2.88 2.47 -2.08 -0.0524
C 1.96 1.81 -1.28 -0.1313
H 2.18 -1.34 -2.67 0.1191
H 3.92 -0.19 -4.05 0.1288
H 4.31 2.25 -3.67 0.1217
H 3.03 3.55 -1.96 0.1230
H 1.40 2.34 -0.47 0.0534
H 0.01 0.88 2.23 0.1124
H 0.49 1.60 1.93 0.0915
C -2.30 4.43 3.56 0.0337
C -2.95 3.31 2.91 -0.3599
C -4.38 3.10 3.08 0.0384
O -2.29 2.56 2.11 -0.2100
H -3.09 5.01 4.12 0.1255
H -1.82 5.09 2.83 0.1254
H -1.50 4.14 4.24 0.1277
H -4.88 3.11 2.11 0.1313
H -4.61 2.13 3.50 0.1286
H -4.79 3.92 3.73 0.1263
```

Output
Kohn-Sham gap (alpha / beta) (eV): 5.927 / 6.006
<S²>: 3.75
HOMO energy (alpha / beta) (eV): -14.19 / -14.19
Lowest unoccupied orbital energy (alpha / beta) (eV): -8.267 / -8.187
Charge: +2
Multiplicity: 4

The following is a quantum chemistry calculation of a molecular structure, C22H23ClN4O2S in a non-equilibrium geometry, from the OMol25 dataset.

```
53
Properties=species:S:1:pos:R:3:lowdin_charge:R:1
O 1.48 0.81 -2.76 -0.1988
S 2.15 1.86 -2.37 0.4860
O 2.99 2.56 -3.29 -0.3178
N 3.27 1.56 -1.24 -0.1046
C 3.00 0.73 -0.30 -0.3690
C 1.81 0.33 0.09 -0.0774
C 1.54 -0.33 1.28 -0.1060
C 2.75 -0.81 2.07 0.0170
C 4.01 -0.22 1.83 -0.1610
C 4.10 0.56 0.77 -0.0380
H 5.32 1.02 0.68 0.1747
H 4.91 -0.37 2.53 0.1323
H 2.38 -1.39 2.87 0.0710
C 0.39 -1.13 1.61 -0.2889
N 0.33 -2.18 2.31 0.0416
N -0.82 -2.58 2.76 0.0881
C -2.13 -2.35 2.12 -0.2795
N -3.10 -3.01 2.55 -0.1272
C -4.28 -3.09 1.94 -0.1793
H -5.07 -3.31 2.63 0.1359
C -4.31 -3.63 0.42 -0.1987
C -4.26 -4.97 0.69 -0.3187
C -3.14 -5.71 1.52 -0.1806
H -2.25 -5.13 1.26 0.1018
H -2.96 -6.98 1.12 0.1974
C -3.47 -5.60 2.97 -0.1071
H -3.10 -6.30 3.39 -0.0081
H -4.39 -5.70 3.22 0.0476
C -2.92 -4.06 3.49 -0.0465
H -1.90 -4.26 3.71 0.0927
H -3.31 -4.01 4.43 0.0843
H -4.25 -5.57 -0.56 0.1753
H -5.30 -5.50 1.03 0.1502
H -5.34 -3.24 -0.12 0.1798
H -3.52 -3.23 -0.10 0.0700
H -4.43 -1.94 1.95 0.1515
C -1.98 -1.46 1.11 -0.0236
C -0.91 -0.52 1.12 0.0826
H -0.81 0.17 0.26 0.1074
H -2.81 -0.90 0.85 0.0789
H 0.95 0.44 -0.50 0.0806
H 4.31 2.21 -1.24 0.2839
C 1.06 3.18 -1.67 -0.2265
C 1.06 3.53 -0.37 -0.2035
C 0.33 4.31 0.18 -0.0988
C -0.96 4.66 -0.50 0.0281
C -1.07 4.40 -1.85 -0.0722
C -0.17 3.52 -2.39 -0.5132
Cl 0.06 2.98 -4.07 0.7180
H -1.63 4.89 -2.48 0.0591
H -1.54 5.37 -0.10 0.0579
H 0.31 4.52 1.28 0.1380
H 1.95 2.86 0.35 0.2131
```

Output
Kohn-Sham gap (eV): 7.330
HOMO energy (eV): -7.45
Lowest unoccupied orbital energy (eV): -0.122

The following is a quantum chemistry calculation of 2 unconnected molecules or ions with the total composition C22H23F2 in a non-equilibrium geometry, from the OMol25 dataset.

```
47
Properties=species:S:1:pos:R:3:lowdin_charge:R:1
C 2.26 3.11 1.81 -0.0029
C 2.65 4.42 2.37 -0.2059
H 4.66 3.47 2.63 0.0647
C 3.12 5.40 1.47 0.0095
C 2.58 6.65 1.62 -0.1995
C 2.62 7.61 0.50 -0.0242
C 1.65 6.95 2.77 -0.0646
C 1.67 5.93 3.88 -0.1951
C 0.75 6.16 5.02 -0.0245
C 2.22 4.70 3.69 0.0149
H 1.21 3.29 1.46 0.1368
H 2.84 2.77 0.95 0.1069
H 2.24 2.29 2.53 0.1009
H 3.78 5.12 0.62 0.1577
H 2.11 8.53 0.80 0.0917
H 3.67 7.82 0.25 0.1068
H 2.13 7.24 -0.43 0.1161
H 1.99 7.91 3.21 0.1653
H 0.61 7.18 2.41 0.1828
H 0.38 7.19 4.98 0.0908
H -0.14 5.49 5.04 0.1164
H 1.30 5.99 5.95 0.1067
H 2.22 3.89 4.45 0.1487
F 4.92 -1.68 5.91 0.0485
C 4.97 -0.54 5.15 -0.2485
C 4.42 0.64 5.65 0.0024
C 4.56 1.81 4.90 -0.0462
C 5.24 1.77 3.67 -0.2077
C 5.56 3.10 3.07 -0.1230
C 6.59 3.42 2.05 -0.2069
C 6.79 4.81 1.83 -0.0438
C 7.87 5.23 1.05 -0.0016
C 8.67 4.26 0.44 -0.2452
F 9.74 4.63 -0.35 0.0421
C 8.46 2.90 0.60 0.0118
C 7.42 2.48 1.44 -0.0190
C 5.62 0.55 3.12 -0.0277
C 5.56 -0.61 3.90 0.0133
H 3.96 0.66 6.63 0.1211
H 4.24 2.76 5.36 0.1125
H 5.70 3.80 3.90 0.1312
H 6.20 5.57 2.36 0.1210
H 8.11 6.28 0.93 0.1202
H 9.09 2.15 0.13 0.1264
H 7.38 1.42 1.66 0.0907
H 6.01 0.44 2.11 0.0999
H 5.99 -1.54 3.52 0.1286
```

Output
Kohn-Sham gap (eV): 6.013
HOMO energy (eV): -11.16
Lowest unoccupied orbital energy (eV): -5.151
Charge: +1

Total energy in hartree, matching the order above: -5139.7999; -2818.6736; -2079.3552; -1051.5387